1.
{"formula": "C18H24N5O8P", "method": "ωB97M-V with the def2-TZVPD basis set", "de_lowest_kj_mol": 18.0, "orbital_gap_ev": 9.4, "energy_ev": -52179.375, "elements": ["C", "C", "C", "C", "O", "N", "C", "N", "C", "N", "C", "C", "N", "C", "N", "C", "O", "C", "C", "O", "P", "O", "O", "O", "C", "C", "O", "C", "O", "C", "C", "C", "H", "H", "H", "H", "H", "H", "H", "H", "H", "H", "H", "H", "H", "H", "H", "H", "H", "H", "H", "H", "H", "H", "H", "H"], "coordinates": [[-6.103, -1.764, -1.194], [-7.343, -1.116, -0.592], [-6.994, 0.079, 0.308], [-6.399, 1.180, -0.522], [-7.042, 1.897, -1.250], [-5.024, 1.373, -0.477], [-4.012, 0.806, 0.241], [-4.207, -0.161, 1.134], [-3.173, -0.663, 1.794], [-1.900, -0.333, 1.694], [-1.693, 0.636, 0.808], [-2.696, 1.257, 0.041], [-2.131, 2.211, -0.767], [-0.864, 2.166, -0.509], [-0.520, 1.232, 0.436], [0.776, 0.917, 0.957], [1.456, 2.121, 1.273], [2.787, 1.991, 0.835], [3.529, 3.294, 0.601], [4.666, 3.015, -0.201], [5.195, 1.494, -0.300], [5.807, 0.930, 0.899], [6.125, 1.577, -1.562], [3.915, 0.695, -0.884], [2.679, 1.208, -0.475], [1.659, 0.137, -0.052], [2.331, -0.901, 0.625], [2.740, -1.951, -0.135], [2.419, -2.088, -1.281], [3.592, -2.888, 0.677], [4.762, -3.419, -0.155], [5.755, -2.313, -0.492], [-5.404, -2.045, -0.410], [-5.600, -1.079, -1.874], [-6.376, -2.656, -1.753], [-7.881, -1.852, 0.008], [-8.007, -0.779, -1.391], [-6.305, -0.232, 1.089], [-7.916, 0.465, 0.747], [-4.702, 2.113, -1.097], [-3.408, -1.444, 2.503], [-0.134, 2.802, -0.967], [0.620, 0.305, 1.857], [3.366, 1.374, 1.540], [3.848, 3.746, 1.545], [2.903, 4.007, 0.052], [7.020, 1.336, -1.322], [2.257, 1.839, -1.269], [1.090, -0.277, -0.891], [3.946, -2.361, 1.562], [2.955, -3.718, 0.993], [4.369, -3.851, -1.076], [5.265, -4.207, 0.408], [6.593, -2.716, -1.055], [5.276, -1.540, -1.090], [6.136, -1.847, 0.414]], "lowdin_charge": [-0.11, -0.23, -0.12, -0.46, 0.09, 0.18, -0.23, 0.12, -0.20, 0.15, -0.22, -0.15, 0.14, -0.10, 0.07, -0.18, 0.02, -0.28, -0.12, -0.14, 0.40, -0.21, -0.05, -0.09, -0.22, -0.14, 0.05, -0.47, 0.14, -0.09, -0.24, -0.10, 0.06, 0.07, 0.07, 0.11, 0.11, 0.09, 0.12, 0.16, 0.11, 0.13, 0.18, 0.17, 0.14, 0.14, 0.10, 0.18, 0.17, 0.13, 0.13, 0.11, 0.11, 0.07, 0.06, 0.07]}

2.
{"formula": "C18H24O5", "method": "ωB97M-V with the def2-TZVPD basis set", "de_lowest_kj_mol": 283.9, "orbital_gap_ev": 5.2, "energy_ev": -29290.136, "elements": ["C", "O", "C", "C", "C", "C", "C", "O", "C", "C", "C", "H", "H", "H", "H", "H", "H", "H", "H", "H", "H", "H", "C", "C", "O", "C", "C", "C", "O", "C", "C", "C", "C", "O", "H", "H", "H", "H", "H", "H", "H", "H", "H", "H", "H", "H", "H"], "coordinates": [[-4.261, -1.576, -0.378], [-3.198, -2.193, 0.378], [-2.301, -1.378, 0.995], [-1.239, -2.020, 1.679], [-0.501, -1.309, 2.586], [-0.753, 0.066, 2.795], [-0.028, 0.735, 3.827], [-0.090, 2.030, 3.918], [1.059, 2.772, 4.367], [-1.700, 0.740, 1.986], [-2.452, 0.029, 1.072], [-4.776, -2.415, -0.842], [-4.944, -1.026, 0.284], [-3.864, -0.900, -1.148], [-1.085, -3.088, 1.523], [0.293, -1.768, 3.170], [0.725, 0.199, 4.410], [0.783, 3.818, 4.242], [1.246, 2.534, 5.418], [1.934, 2.515, 3.757], [-1.826, 1.815, 2.107], [-3.194, 0.536, 0.454], [-3.597, -3.604, 4.175], [-2.369, -3.101, 4.877], [-2.603, -1.713, 5.217], [-1.493, -1.059, 5.654], [-1.851, 0.267, 6.168], [-0.824, 1.037, 6.819], [0.377, 0.930, 6.560], [-1.228, 2.091, 7.871], [-2.709, 2.204, 8.192], [-3.604, 1.885, 6.993], [-3.283, 0.491, 6.441], [-0.377, -1.551, 5.581], [-3.435, -4.639, 3.866], [-4.465, -3.576, 4.841], [-3.812, -3.011, 3.279], [-2.178, -3.651, 5.809], [-1.486, -3.175, 4.233], [-0.668, 1.857, 8.787], [-0.849, 3.062, 7.519], [-2.945, 1.517, 9.014], [-2.923, 3.217, 8.553], [-4.660, 1.920, 7.291], [-3.460, 2.634, 6.204], [-3.869, 0.303, 5.527], [-3.616, -0.262, 7.186]], "lowdin_charge": [-0.05, -0.07, -0.24, 0.01, -0.01, -0.17, 0.00, -0.04, 0.00, 0.03, 0.01, 0.09, 0.10, 0.10, 0.13, 0.13, 0.15, 0.10, 0.09, 0.10, 0.13, 0.11, -0.07, -0.23, -0.04, -0.50, -0.11, -0.39, -0.04, -0.11, -0.21, -0.20, -0.19, 0.03, 0.08, 0.08, 0.07, 0.13, 0.10, 0.12, 0.11, 0.11, 0.10, 0.10, 0.11, 0.11, 0.13]}

3.
{"formula": "C18H25BN2O16P2S", "method": "ωB97M-V with the def2-TZVPD basis set", "orbital_gap_ev": 6.6, "energy_ev": -84905.672, "elements": ["C", "C", "O", "C", "O", "C", "C", "N", "P", "O", "O", "S", "C", "C", "C", "C", "C", "C", "N", "C", "P", "O", "O", "C", "C", "O", "O", "H", "H", "H", "H", "H", "H", "H", "H", "H", "H", "H", "H", "H", "H", "H", "H", "H", "H", "H", "H", "H", "H", "H", "H", "H", "B", "O", "C", "O", "C", "O", "O", "O", "C", "O", "C", "O", "O"], "coordinates": [[0.273, -2.855, 0.514], [-0.901, -3.324, -0.359], [-1.221, -4.670, -0.087], [-2.175, -2.537, 0.024], [-2.580, -1.476, -0.886], [-1.636, -0.554, -1.156], [-0.984, -0.624, -2.363], [-0.012, 0.249, -2.724], [0.663, -0.084, -4.346], [1.843, -1.111, -4.105], [1.301, 1.199, -4.977], [-0.655, -0.844, -5.515], [0.360, 1.245, -1.857], [1.479, 2.179, -2.217], [2.844, 1.485, -2.397], [3.533, 1.185, -1.039], [4.959, 1.744, -0.974], [5.498, 1.718, 0.453], [4.748, 2.579, 1.385], [-0.312, 1.384, -0.637], [-0.055, 2.701, 0.686], [1.345, 2.347, 1.441], [0.174, 4.141, -0.064], [-1.318, 0.485, -0.275], [-1.994, 0.647, 1.083], [-1.603, -0.008, 1.974], [-2.966, 1.575, 1.166], [0.154, -1.824, 0.836], [0.338, -3.461, 1.415], [1.229, -2.944, -0.006], [-0.639, -3.260, -1.422], [-0.601, -5.034, 0.548], [-2.985, -3.253, 0.065], [-2.055, -2.159, 1.035], [-1.267, -1.424, -3.027], [1.408, -1.933, -3.823], [0.657, 1.913, -5.076], [1.620, 2.947, -1.467], [1.203, 2.723, -3.119], [2.743, 0.525, -2.890], [3.502, 2.109, -2.994], [2.926, 1.646, -0.262], [3.555, 0.117, -0.835], [5.024, 2.748, -1.390], [5.587, 1.050, -1.532], [6.533, 2.060, 0.456], [5.482, 0.701, 0.839], [4.296, 2.015, 2.088], [4.049, 3.117, 0.895], [1.859, 3.160, 1.571], [-0.375, 4.248, -0.850], [-3.767, 1.206, 0.756], [-3.940, -1.216, 3.519], [-4.412, -0.242, 2.512], [-4.424, 0.968, 3.060], [-4.751, 1.977, 2.505], [-3.942, 0.838, 4.510], [-3.827, 1.732, 5.294], [-3.666, -0.444, 4.741], [-4.937, -2.283, 3.755], [-4.397, -3.458, 3.449], [-4.936, -4.523, 3.512], [-2.963, -3.204, 2.975], [-2.167, -4.009, 2.577], [-2.727, -1.906, 3.032]], "lowdin_charge": [-0.02, -0.38, -0.02, -0.08, 0.01, -0.20, -0.01, -0.03, 0.19, -0.15, -0.14, 0.41, -0.16, -0.13, -0.17, -0.19, -0.20, -0.28, 0.00, -0.15, 0.95, -0.24, -0.25, 0.00, -0.52, 0.22, 0.08, 0.07, 0.09, 0.07, 0.13, 0.09, 0.15, 0.09, 0.09, 0.10, 0.11, 0.10, 0.11, 0.07, 0.12, 0.07, 0.12, 0.12, 0.12, 0.10, 0.11, 0.06, 0.04, 0.06, 0.07, 0.14, -0.87, 0.21, -0.40, 0.14, -0.38, 0.16, 0.24, 0.24, -0.38, 0.16, -0.38, 0.15, 0.18]}

4.
{"formula": "C18H25BrCl3GeMoNO9P2Si", "method": "ωB97M-V with the def2-TZVPD basis set", "s2": 0.763, "de_lowest_kj_mol": 0.0, "orbital_gap_ev": [6.2, 6.6], "total_charge": 1, "energy_ev": -231430.974, "spin_multiplicity": 2, "elements": ["Mo", "C", "C", "O", "P", "O", "O", "O", "P", "O", "O", "O", "H", "H", "H", "H", "H", "H", "H", "Cl", "Ge", "Cl", "Cl", "C", "Si", "C", "C", "N", "C", "C", "C", "C", "C", "C", "H", "H", "H", "H", "H", "H", "H", "H", "H", "H", "H", "H", "H", "H", "Br", "C", "C", "C", "C", "C", "C", "C", "O", "O", "H", "H", "H", "H"], "coordinates": [[-0.463, 0.302, 0.386], [-4.403, -0.327, 3.216], [-4.061, -0.461, 1.733], [-5.170, -0.992, 1.003], [-2.750, -1.736, 1.466], [-3.234, -2.580, 0.252], [-2.654, -2.635, 2.734], [-1.324, -1.266, 1.161], [-3.653, 1.193, 0.970], [-3.257, 2.144, 2.160], [-4.798, 1.590, 0.147], [-2.288, 0.964, 0.236], [-4.763, -1.281, 3.597], [-5.197, 0.411, 3.324], [-3.542, -0.005, 3.796], [-5.596, -0.247, 0.536], [-4.203, -2.514, 0.136], [-1.826, -2.584, 3.238], [-3.880, 2.855, 2.362], [2.112, 1.796, 3.173], [0.017, 1.726, 2.664], [-0.619, 3.747, 3.041], [-0.913, 0.535, 4.252], [-0.698, 3.160, -1.249], [-0.835, 1.688, -2.414], [0.036, 2.092, -4.003], [-2.552, 1.112, -2.839], [-0.052, 0.305, -1.472], [0.845, -0.618, -2.078], [0.645, -1.984, -1.863], [1.542, -2.899, -2.379], [2.641, -2.463, -3.115], [2.835, -1.105, -3.335], [1.943, -0.180, -2.823], [-1.640, 3.710, -1.216], [0.081, 3.836, -1.605], [-0.449, 2.939, -0.202], [-0.615, 2.807, -4.517], [0.151, 1.227, -4.656], [1.005, 2.573, -3.873], [-3.237, 1.960, -2.914], [-2.969, 0.419, -2.111], [-2.529, 0.615, -3.811], [-0.222, -2.329, -1.308], [1.380, -3.955, -2.209], [3.342, -3.181, -3.518], [3.692, -0.763, -3.900], [2.117, 0.875, -2.967], [3.698, -2.137, 4.122], [4.306, -1.307, 2.546], [5.672, -1.092, 2.441], [6.196, -0.458, 1.327], [5.360, -0.022, 0.310], [3.998, -0.222, 0.419], [3.450, -0.870, 1.528], [1.992, -1.087, 1.589], [1.377, -1.879, 2.232], [1.267, -0.265, 0.708], [6.320, -1.421, 3.241], [7.265, -0.301, 1.259], [5.768, 0.475, -0.560], [3.340, 0.111, -0.366]], "lowdin_spin": [0.83, 0.00, 0.00, 0.00, 0.00, 0.00, 0.00, 0.02, 0.00, 0.00, 0.00, 0.03, 0.00, 0.00, 0.00, 0.00, 0.00, 0.00, 0.00, 0.00, 0.02, 0.00, 0.01, 0.00, 0.00, 0.00, 0.00, -0.02, 0.01, -0.01, 0.00, -0.01, 0.00, -0.01, 0.00, 0.00, 0.00, 0.00, 0.00, 0.00, 0.00, 0.00, 0.00, 0.00, 0.00, 0.00, 0.00, 0.00, 0.00, 0.00, 0.00, 0.00, 0.00, 0.00, 0.00, 0.01, 0.01, 0.09, 0.00, 0.00, 0.00, 0.00]}